## w
ORCA calculation (ωB97M-V/def2-TZVPD) on a molecular structure, C9H16N4O5.

Summary:
2S+1: 1
Gap between HOMO and LUMO: 9.852 eV
Lowest unoccupied orbital energy: 0.31 eV
E_HOMO: -9.546 eV

Positions of all 34 atoms, in Å:
1 C -1.27 1.27 1.37
2 C 0.17 0.62 1.28
3 C -2.36 0.34 0.96
4 C -2.26 -0.52 -0.43
5 C -3.68 -0.97 -0.80
6 C 2.05 0.39 -0.25
7 C 2.71 1.40 -1.08
8 C 2.35 -1.02 -0.59
9 C 3.35 -1.73 0.25
10 H -1.79 3.35 1.25
11 H -2.56 2.18 0.04
12 H -1.31 1.50 2.37
13 H -3.00 -0.45 1.88
14 H -3.26 1.03 0.73
15 H -1.65 -1.66 -0.08
16 H -1.50 0.11 -1.29
17 H -4.77 -2.04 -2.59
18 H -3.21 -1.86 -2.66
19 H 0.28 1.53 -0.56
20 H 2.51 0.78 0.78
21 H 1.43 -1.66 -0.27
22 H 2.65 -0.98 -1.68
23 H 3.71 -2.31 2.21
24 H 2.52 -1.05 2.05
25 H 4.31 1.94 -1.87
26 N -1.48 2.38 0.40
27 N -3.87 -1.89 -1.85
28 N 0.81 0.88 0.07
29 N 3.16 -1.76 1.60
30 O 0.52 -0.13 2.26
31 O -4.64 -0.59 -0.10
32 O 2.14 2.30 -1.55
33 O 3.95 -2.59 -0.41
34 O 3.96 1.19 -1.43


## x
ORCA calculation (ωB97M-V/def2-TZVPD) on C9H16N4O5 in the gas phase.

Summary:
2S+1: 1
Gap between HOMO and LUMO: 8.838 eV
Lowest unoccupied orbital energy: 0.02 eV
E_HOMO: -8.816 eV

Positions of all 34 atoms, in Å:
1 C -1.04 -0.56 -0.45
2 C -0.78 -0.04 0.97
3 C -2.52 -0.57 -0.84
4 C -3.52 0.72 -0.96
5 C -4.69 0.45 0.02
6 C 1.68 0.01 0.54
7 C 2.60 -1.27 0.29
8 C 2.61 1.23 0.92
9 C 4.09 1.14 0.10
10 H -0.42 -1.81 -1.93
11 H -0.58 -2.49 -0.41
12 H -0.72 0.17 -1.12
13 H -2.68 -1.43 -0.08
14 H -2.47 -1.09 -1.80
15 H -2.97 1.79 -0.69
16 H -3.84 0.85 -2.04
17 H -4.89 -0.02 2.01
18 H -3.14 -0.41 1.34
19 H 0.71 -0.41 2.42
20 H 1.39 0.47 -0.43
21 H 2.16 2.25 0.47
22 H 2.91 1.31 1.94
23 H 3.68 2.62 -1.34
24 H 5.40 1.94 -1.16
25 H 3.58 -2.43 -0.98
26 N -0.30 -1.71 -0.90
27 N -4.20 0.13 1.34
28 N 0.58 -0.10 1.48
29 N 4.36 2.10 -0.85
30 O -1.80 0.06 1.74
31 O -6.03 0.44 -0.26
32 O 2.87 -1.95 1.26
33 O 4.86 0.12 0.39
34 O 3.10 -1.48 -0.99


Most favorable structure: x. The second most favorable one is 104.6 kJ/mol above it.